{
  "formula": "C7H18IN2O3",
  "method": "ωB97M-V/def2-TZVPD",
  "spin_multiplicity": 2,
  "homo_energy_ev": [-9.46, -9.44],
  "symbols": ["H", "C", "H", "H", "H", "I", "C", "C", "H", "H", "N", "H", "H", "H", "N", "H", "H", "C", "C", "H", "O", "H", "H", "C", "O", "H", "O", "C", "H", "H", "H"],
  "positions_angstrom": [[0.82897, 0.03718, 2.04200], [1.67630, -2.71815, -1.58085], [2.01590, -2.65988, 0.38642], [0.50277, 0.78255, 4.65976], [1.46005, 2.16603, 4.89825], [-0.99270, 0.34098, -0.11277], [3.15330, 1.90599, 2.70435], [2.74825, -3.78728, -1.77764], [3.00275, -4.36606, -0.88976], [-5.78338, 2.18301, -4.01862], [-4.16434, 1.49604, -1.93929], [2.29619, 0.56930, 5.00402], [-5.27423, 0.76729, -4.99291], [3.35518, 2.19484, 1.67289], [1.43732, -2.24977, -0.33271], [-3.37136, 1.29539, -1.34680], [2.40433, -4.49829, -2.52882], [1.51787, 1.14971, 4.50858], [1.78943, 1.34014, 3.01242], [-6.20652, 0.55407, -3.45465], [-3.33860, 0.22896, -3.37864], [3.54555, -3.15529, -2.16878], [1.03391, 1.90099, 2.46220], [-4.28092, 0.90380, -3.11084], [1.13961, -2.22029, -2.48943], [0.62303, -1.66240, -0.22301], [1.71968, 0.06072, 2.39932], [-5.45913, 1.14285, -3.98650], [3.39837, 2.79142, 3.29090], [-4.72432, 2.29687, -1.68396], [3.94673, 1.20930, 2.97488]]
}

=====

{
  "formula": "C7H18N2",
  "method": "ωB97M-V/def2-TZVPD",
  "spin_multiplicity": 1,
  "homo_energy_ev": -7.04,
  "symbols": ["H", "H", "H", "H", "H", "H", "C", "C", "H", "H", "C", "C", "H", "H", "N", "H", "C", "H", "H", "H", "N", "H", "C", "H", "C", "H", "H"],
  "positions_angstrom": [[2.22606, -1.97013, -0.16999], [-0.02436, 0.87883, -1.67772], [-2.79521, -1.20625, 0.06455], [0.62069, -1.51676, -1.99610], [2.47652, -1.08462, 1.33916], [-3.96876, 0.09124, 0.00999], [-2.89859, -0.11893, 0.15946], [2.64884, -1.05726, 0.25780], [2.19152, 0.21416, -1.44311], [0.40629, 2.59520, -0.05782], [0.20690, 1.96299, 0.80684], [2.05780, 0.18723, -0.36080], [-2.17848, 1.56855, -0.68633], [-0.75858, 2.25572, 1.22666], [-0.04005, -0.34416, 1.48858], [-0.37641, -2.02673, -0.63789], [0.19625, 0.49990, 0.41880], [0.97340, 2.15169, 1.56479], [-0.49024, 0.04816, 2.30141], [2.53303, 1.09205, 0.02197], [-2.08129, 0.56193, -0.81806], [-0.30156, -1.29774, 1.28640], [-0.28269, -1.28076, -1.42931], [-2.69100, 0.15086, 1.21301], [-0.23859, 0.13894, -0.91701], [-1.14817, -1.39248, -2.08446], [3.73667, -1.10163, 0.11917]]
}

=====

{
  "formula": "C7H18N2Si",
  "method": "ωB97M-V/def2-TZVPD",
  "spin_multiplicity": 1,
  "homo_energy_ev": -8.30,
  "smiles": "C=C[Si](C)(N(C)C)N(C)C",
  "symbols": ["H", "N", "H", "H", "H", "N", "C", "C", "H", "H", "H", "H", "H", "H", "H", "C", "Si", "C", "C", "H", "H", "H", "H", "H", "H", "H", "C", "C"],
  "positions_angstrom": [[-0.35324, -2.10766, 1.94477], [-1.06316, 0.89934, 0.87824], [-2.17476, -1.15826, -0.64963], [-1.51687, 1.98642, 2.59541], [-1.11440, -2.63232, -0.62261], [-0.19015, -0.83385, -1.24689], [1.68076, 1.64781, -1.03467], [-1.39104, -1.71779, -1.16089], [2.44883, 1.03795, 0.79070], [1.88471, -0.90777, -1.68827], [-2.66875, 1.96631, 0.03786], [-1.60042, 1.24547, -1.11365], [1.18857, -2.35889, 1.19478], [1.07261, -1.22296, 2.47672], [-0.28705, 0.78672, 2.80279], [-0.64517, 1.54923, 2.11768], [0.28268, -0.19563, 0.37060], [0.97742, -1.53264, -1.72456], [1.69239, 0.90280, 0.03378], [1.02641, 1.39640, -1.86195], [1.22260, -2.42942, -1.16767], [0.79880, -1.88147, -2.72265], [0.13478, 2.27461, 1.91260], [2.40998, 2.44543, -1.17530], [-1.04805, 2.67859, -0.26180], [-1.68907, -1.99731, -2.16881], [0.54251, -1.58638, 1.60687], [-1.62094, 1.74525, -0.16342]]
}

=====

{
  "formula": "C7H18N6O",
  "method": "ωB97M-V/def2-TZVPD",
  "spin_multiplicity": 3,
  "charge": 2,
  "homo_energy_ev": [-15.25, -15.56],
  "symbols": ["H", "H", "H", "H", "C", "C", "C", "N", "H", "C", "O", "H", "C", "H", "N", "C", "N", "H", "N", "H", "H", "H", "H", "H", "N", "H", "H", "N", "H", "H", "H", "C"],
  "positions_angstrom": [[5.72153, 1.10399, -0.93796], [-5.54499, 1.77664, -1.28854], [-7.19278, 1.95849, -0.69732], [1.91538, 1.21515, -1.51070], [-0.22986, -0.36126, 0.33772], [2.13978, 0.02459, 0.63012], [3.32661, 0.40737, -0.28590], [1.45120, -1.75061, 1.88657], [-6.51275, -0.33037, -1.18421], [5.82548, 0.32698, -0.23607], [-2.55657, -1.07874, -0.29396], [-0.93196, -0.92359, -1.54086], [-6.11819, 1.56649, -0.43633], [-2.26879, -1.80390, 0.35487], [-6.13752, 0.13463, -0.33119], [-1.33096, -0.42087, -0.70052], [3.70610, -1.50783, 1.49735], [6.25355, -0.58230, -0.79075], [4.44167, 0.05388, 0.09616], [2.11879, 0.97617, 1.18772], [-0.38623, -0.57431, 1.40075], [1.59084, -2.69192, 2.31743], [-6.68705, -0.10989, 0.60984], [-1.77539, 0.54310, -1.04671], [0.94561, -0.09954, -0.14450], [4.20723, -2.37698, 1.73038], [-5.87973, 2.10031, 0.50235], [2.88630, 1.17783, -1.23112], [-5.23960, -0.24611, -0.29984], [6.35803, 0.73815, 0.61614], [3.45133, 1.88903, -1.64602], [2.45294, -1.13456, 1.43511]]
}

=====

{
  "formula": "C7H18NO3P",
  "method": "ωB97M-V/def2-TZVPD",
  "spin_multiplicity": 1,
  "homo_energy_ev": [-9.19, -7.06],
  "symbols": ["O", "H", "P", "C", "O", "C", "H", "H", "C", "N", "H", "H", "H", "H", "O", "H", "H", "H", "H", "H", "H", "H", "C", "H", "H", "H", "C", "C", "H", "C"],
  "positions_angstrom": [[-1.38661, -1.71951, 1.53417], [0.78301, -0.13948, 1.80819], [-1.47722, -1.12487, 0.18765], [-0.12756, 0.60681, -1.62375], [-3.07053, 1.35590, 0.08040], [0.67590, 0.50463, 0.85350], [-4.58802, 1.20451, 1.37138], [3.87767, -1.61934, -0.05350], [0.05649, -0.19826, -0.35444], [3.16891, -1.03316, 0.44921], [-1.14947, 1.25172, -1.62050], [-2.31537, -1.82932, -1.79587], [-0.34983, -0.12103, -2.42314], [-2.48873, -3.20504, -0.51849], [0.67590, -1.41079, -0.58393], [3.96318, 0.81066, -0.24979], [0.76980, 1.18625, -1.78956], [2.75409, 0.11935, -1.15180], [3.52763, -1.03059, 1.35346], [1.92886, 2.02657, -0.16486], [-3.28681, 2.10923, 2.06397], [-4.27481, 2.80461, 0.83532], [2.99044, 0.25470, -0.15822], [2.22922, 1.61145, 1.43778], [0.03169, 1.42123, 1.25497], [-0.86090, -2.94222, -1.29098], [2.03536, 1.16942, 0.51945], [-1.79983, -2.47915, -1.01595], [1.48829, -1.51448, -0.02947], [-3.78073, 1.93023, 1.07482]]
}

=====

{
  "formula": "C7H18NOP",
  "method": "ωB97M-V/def2-TZVPD",
  "spin_multiplicity": 1,
  "homo_energy_ev": -7.86,
  "smiles": "COPC(C)(C)C.C=NC",
  "symbols": ["H", "C", "H", "H", "C", "H", "H", "C", "H", "H", "C", "H", "C", "H", "H", "P", "H", "H", "C", "H", "H", "N", "H", "H", "H", "C", "H", "O"],
  "positions_angstrom": [[-3.12175, 1.16294, 1.53655], [2.98312, -1.26159, -1.80928], [3.96975, -1.36387, -2.17575], [-1.08768, 0.03838, -2.08948], [3.52236, 0.28081, -0.18216], [-2.61820, -0.52579, 1.73412], [0.90921, -2.52244, 1.93965], [-2.06910, 2.03275, -0.63084], [-1.39566, -1.32279, -1.02511], [-3.99202, 0.17745, 0.37520], [-3.06943, 0.23240, 0.98358], [3.46106, 0.20067, 0.88356], [0.48732, -1.54233, 2.24440], [-0.41441, -1.59341, 2.91310], [4.50776, 0.04987, -0.57977], [-0.06095, 0.68923, 0.89489], [1.17819, -0.98690, 2.78205], [-2.25384, 2.57516, 0.39329], [-1.74662, -0.35498, -1.28842], [1.19629, 0.98555, 0.04428], [-1.09113, 2.32341, -1.09830], [2.53665, -0.46645, -0.93936], [-2.99423, 2.34999, -1.16009], [-2.70202, -0.35973, -1.75474], [2.22866, -1.84705, -2.41727], [-1.86274, 0.54141, -0.07973], [3.36170, 1.42122, -0.48859], [0.13771, -0.91392, 0.99423]]
}